A 2-piece molecular cluster, C17H34N6O5S2 overall. Source: OMol25; level of theory: the ωB97M-V functional and the def2-TZVPD basis.

For the lowest unoccupied orbital energy, the calculation gives 0.40 eV. The value obtained for the HOMO energy is -9.020 eV. As for the max |F|: 2.01 eV/A. As for the total energy: -59027.83637 eV. The value obtained for the gap between HOMO and LUMO is 9.416 eV. Its SMILES is N[C@@H](CC(N)(N)N)OC(=O)CCCCCCCSc1nnco1.O=S1(=O)CCCC1.

Geometry as ORCA input:
```
! RIJCOSX wB97M-V def2-TZVPD def2/J DEFGRID3
* xyz 0 1
C -4.48 -1.77 -0.30
H -4.39 0.96 -0.33
O 2.11 3.17 -2.53
H -5.03 -4.05 1.52
H -4.43 0.55 -2.05
C 5.61 2.39 -2.62
N -0.27 -4.17 1.33
H -2.55 -0.92 -0.14
H 0.14 2.17 -0.59
C 1.09 3.34 1.61
H -1.47 0.79 0.42
C 4.62 3.15 -1.73
H 6.11 1.61 -2.03
H 1.70 3.66 0.78
H -0.64 -6.29 -0.44
C -3.38 -0.89 -0.84
C -3.82 0.53 -1.15
H 5.40 1.00 -4.29
H -3.96 -3.43 2.58
N -0.73 -3.11 -0.79
N -0.24 -5.39 -0.70
C 2.46 1.73 5.86
H 0.22 -5.00 1.62
H 4.92 3.15 -0.68
H -0.64 -2.32 -0.16
H 2.79 0.84 -3.75
O 2.74 1.63 -0.63
H 3.89 0.18 -2.52
C -0.91 -4.31 0.02
H 4.47 4.17 -2.08
O -5.56 -1.37 0.10
S 3.05 2.29 -1.88
C 3.60 1.08 -3.07
H 0.74 -5.40 -0.45
H -0.86 2.57 1.95
N -4.05 -4.07 1.80
N 0.71 1.98 4.68
H -2.72 -4.82 -0.93
C 4.80 1.73 -3.75
C -3.26 -3.54 0.66
H -1.03 3.46 -0.85
H -2.53 -5.58 0.65
H 1.18 4.12 2.36
H -2.59 2.13 0.65
S 1.79 1.76 2.16
H -0.86 4.23 1.31
H 4.47 2.49 -4.45
C -0.40 3.25 1.23
O -4.20 -3.13 -0.34
H -0.90 -3.87 2.06
H -3.02 -1.35 -1.76
H 3.16 1.60 6.65
N 1.22 1.91 5.97
C -2.59 1.44 -1.36
H -1.95 0.98 -2.12
O 2.86 1.67 4.58
C 1.69 1.83 3.90
H -2.96 2.39 -1.73
H -2.66 -2.71 1.02
C -1.87 1.69 -0.04
C -0.71 2.69 -0.16
H 0.14 -3.20 -1.30
H 6.38 3.05 -3.01
C -2.39 -4.66 0.10
*
```

---

A 2-piece molecular cluster, C4H8N2OSi overall. Source: OMol25; level of theory: the ωB97M-V functional and the def2-TZVPD basis.

For the lowest unoccupied orbital energy (spin up / spin down), the calculation gives 0.13 / -0.26 eV. The energy above the lowest of the compared OMol25 structures with the same formula, charge and spin is 89.3 kcal per mole. The value obtained for the HOMO energy (spin up / spin down) is -8.108 / -7.930 eV. As for the max |F|: 4.93 eV/A. As for the total energy: -17178.32926 eV. The value obtained for the gap between HOMO and LUMO (spin up / spin down) is 8.237 / 7.667 eV.

Geometry as ORCA input:
```
! RIJCOSX wB97M-V def2-TZVPD def2/J DEFGRID3
* xyz 0 1
H 0.03 -0.74 3.28
C 1.90 0.28 2.81
H -1.55 1.32 -2.43
O -1.90 -0.57 -0.82
H 0.32 0.21 -1.36
H -1.34 -1.06 -2.99
H 3.18 1.42 1.44
H -2.15 1.28 -0.02
C 2.21 1.01 1.69
H -2.66 -0.21 0.98
Si -0.92 -0.09 -2.10
C 0.17 0.54 1.45
N 0.63 -0.15 2.57
H 2.67 -0.23 3.43
N 1.12 1.17 0.90
C -2.16 0.28 0.21
*
```

---

C35H34ClLaNOSi2 as an isolated structure. Source: OMol25; level of theory: the ωB97M-V functional and the def2-TZVPD basis.

For the lowest unoccupied orbital energy (spin up / spin down), the calculation gives -3.44 / -3.76 eV. The energy above the lowest of the compared OMol25 structures with the same formula, charge and spin is 0.0 kcal per mole. The value obtained for the HOMO energy (spin up / spin down) is -9.715 / -9.440 eV. As for the max |F|: 4.53 eV/A. As for the total energy: -69515.35474 eV. The value obtained for the gap between HOMO and LUMO (spin up / spin down) is 6.278 / 5.679 eV.

Geometry as ORCA input:
```
! RIJCOSX wB97M-V def2-TZVPD def2/J DEFGRID3
* xyz 1 1
H -2.93 -1.60 -1.80
C 7.22 -2.01 0.92
C -0.39 2.88 -1.04
La 0.80 0.42 -0.97
H 4.33 0.31 -0.20
C 7.33 2.53 -5.26
C 5.44 2.06 -7.25
C 2.49 -1.10 -3.74
C 7.91 1.01 -1.46
C 6.51 -1.22 1.86
C -1.30 1.98 -0.38
C 6.01 2.16 -4.89
C 9.14 0.34 -1.32
H 6.89 -0.44 -4.43
H 8.14 -2.54 1.20
H 0.81 1.85 -4.13
O -1.04 -0.74 -2.13
C 9.59 -0.53 -2.32
H 1.59 3.71 -0.39
C 5.65 -1.31 -0.81
C -2.24 -3.19 0.45
C 7.68 2.67 -6.61
C 6.75 -2.10 -0.39
C -1.25 -2.49 2.52
H 6.79 -1.21 2.91
H 1.26 2.19 1.82
H 7.24 -2.80 -1.11
C -1.88 -1.87 -1.68
H -2.92 -3.81 -0.15
H -1.18 1.03 1.65
C 2.71 1.60 -3.11
H -1.09 -2.59 3.59
H 8.70 2.96 -6.87
C -1.61 -2.14 -0.21
C 0.76 3.03 -0.21
C 3.92 0.80 -2.90
H 4.08 1.54 -5.64
H -2.27 1.65 -0.78
C 3.70 -0.66 -3.16
C 8.79 -0.77 -3.45
Si 5.51 1.83 -3.07
C -0.61 -1.48 1.80
C 0.56 2.26 0.97
C 5.47 -0.39 1.44
C 5.11 -0.38 0.10
H 0.15 -0.85 2.29
H 8.10 2.66 -4.49
C -2.09 -3.36 1.83
H -0.56 3.40 -1.99
C 7.54 -0.13 -3.57
H 4.36 0.97 -1.76
C 7.14 0.85 -2.64
Cl 2.19 -1.63 -0.23
H 2.80 2.61 -2.77
H 2.36 -2.18 -3.81
H -1.65 -2.73 -2.35
H 9.13 -1.44 -4.25
H -1.29 -0.47 -3.04
H 5.71 3.15 -2.42
N -0.85 -1.25 0.48
Si 5.03 -1.77 -2.57
H 10.59 -1.02 -2.25
H -2.62 -4.15 2.36
H 4.50 -3.09 -2.40
H 9.77 0.52 -0.44
H 7.00 2.57 -8.65
C -0.71 1.62 0.87
C 5.08 1.90 -5.91
H 4.69 1.89 -8.03
C 6.73 2.44 -7.60
C 1.58 1.14 -3.80
H 0.64 -0.59 -4.76
C 1.48 -0.22 -4.16
H 7.53 1.63 -0.62
H 4.93 0.27 2.13
*
```

---

A 3-piece molecular cluster, C13H32BN4O9 overall. Source: OMol25; level of theory: the ωB97M-V functional and the def2-TZVPD basis.

For the lowest unoccupied orbital energy, the calculation gives -5.80 eV. The value obtained for the HOMO energy is -11.181 eV. As for the max |F|: 7.20 eV/A. As for the total energy: -39051.36294 eV. The value obtained for the gap between HOMO and LUMO is 5.379 eV.

Geometry as ORCA input:
```
! RIJCOSX wB97M-V def2-TZVPD def2/J DEFGRID3
* xyz 1 1
H -0.70 -3.09 3.51
N 3.42 -0.05 -1.45
H -5.14 -0.41 -0.21
O 0.41 -1.84 4.69
C 0.02 -1.43 2.33
H 0.55 -1.57 6.71
C -0.22 -1.77 5.96
B 5.94 1.69 -1.07
H -0.66 2.57 -1.84
H -0.71 -2.71 6.20
H -2.30 3.27 -1.90
N 1.93 1.28 -2.58
H -0.94 -0.94 5.99
O -2.21 1.26 -2.27
H -5.73 -1.60 -2.38
H -2.91 -1.18 -3.05
C -2.48 -1.15 -2.05
H -0.62 -1.77 1.51
H -4.18 0.73 -1.12
N 2.37 -0.03 -2.36
C -0.53 -2.01 3.63
H -1.26 0.12 -0.81
C -1.56 0.06 -1.86
H 1.16 1.54 -3.25
H -0.66 -0.06 -2.49
C 3.93 -1.07 2.04
O -4.91 -0.06 -3.53
H -1.83 2.28 -0.51
H 2.56 3.30 -1.87
H 0.81 0.40 4.14
H -6.44 0.03 -2.17
O 6.85 0.52 -1.03
O 6.10 2.86 -1.99
O -3.50 -1.24 -1.05
H 0.60 1.76 3.05
H 7.10 2.99 -2.14
C 2.34 0.60 2.59
C -5.39 -0.76 -4.67
H 4.77 -0.38 2.09
C 3.62 1.41 -1.12
H 4.27 -2.07 2.34
C -4.57 -0.29 -1.14
H 2.36 0.75 1.51
C -5.51 -0.53 -2.32
H -5.19 -1.83 -4.58
H 2.96 1.37 3.07
C -1.71 2.40 -1.59
H 1.02 -1.79 2.10
H 6.78 0.04 -1.92
H 3.54 -1.13 1.02
O 4.72 1.77 -0.19
C 0.90 0.70 3.10
H -6.46 -0.59 -4.80
H -1.88 -2.06 -1.94
H -1.48 -1.52 3.87
O -0.04 0.01 2.27
O 2.91 -0.67 2.94
N 2.64 2.26 -1.89
H -4.86 -0.39 -5.55
*
```

---

What did the third record say?
C35H34ClLaNOSi2 as an isolated structure. Source: OMol25; level of theory: the ωB97M-V functional and the def2-TZVPD basis.

For the lowest unoccupied orbital energy (spin up / spin down), the calculation gives -3.44 / -3.76 eV. The energy above the lowest of the compared OMol25 structures with the same formula, charge and spin is 0.0 kcal per mole. The value obtained for the HOMO energy (spin up / spin down) is -9.715 / -9.440 eV. As for the max |F|: 4.53 eV/A. As for the total energy: -69515.35474 eV. The value obtained for the gap between HOMO and LUMO (spin up / spin down) is 6.278 / 5.679 eV.

Geometry as ORCA input:
```
! RIJCOSX wB97M-V def2-TZVPD def2/J DEFGRID3
* xyz 1 1
H -2.93 -1.60 -1.80
C 7.22 -2.01 0.92
C -0.39 2.88 -1.04
La 0.80 0.42 -0.97
H 4.33 0.31 -0.20
C 7.33 2.53 -5.26
C 5.44 2.06 -7.25
C 2.49 -1.10 -3.74
C 7.91 1.01 -1.46
C 6.51 -1.22 1.86
C -1.30 1.98 -0.38
C 6.01 2.16 -4.89
C 9.14 0.34 -1.32
H 6.89 -0.44 -4.43
H 8.14 -2.54 1.20
H 0.81 1.85 -4.13
O -1.04 -0.74 -2.13
C 9.59 -0.53 -2.32
H 1.59 3.71 -0.39
C 5.65 -1.31 -0.81
C -2.24 -3.19 0.45
C 7.68 2.67 -6.61
C 6.75 -2.10 -0.39
C -1.25 -2.49 2.52
H 6.79 -1.21 2.91
H 1.26 2.19 1.82
H 7.24 -2.80 -1.11
C -1.88 -1.87 -1.68
H -2.92 -3.81 -0.15
H -1.18 1.03 1.65
C 2.71 1.60 -3.11
H -1.09 -2.59 3.59
H 8.70 2.96 -6.87
C -1.61 -2.14 -0.21
C 0.76 3.03 -0.21
C 3.92 0.80 -2.90
H 4.08 1.54 -5.64
H -2.27 1.65 -0.78
C 3.70 -0.66 -3.16
C 8.79 -0.77 -3.45
Si 5.51 1.83 -3.07
C -0.61 -1.48 1.80
C 0.56 2.26 0.97
C 5.47 -0.39 1.44
C 5.11 -0.38 0.10
H 0.15 -0.85 2.29
H 8.10 2.66 -4.49
C -2.09 -3.36 1.83
H -0.56 3.40 -1.99
C 7.54 -0.13 -3.57
H 4.36 0.97 -1.76
C 7.14 0.85 -2.64
Cl 2.19 -1.63 -0.23
H 2.80 2.61 -2.77
H 2.36 -2.18 -3.81
H -1.65 -2.73 -2.35
H 9.13 -1.44 -4.25
H -1.29 -0.47 -3.04
H 5.71 3.15 -2.42
N -0.85 -1.25 0.48
Si 5.03 -1.77 -2.57
H 10.59 -1.02 -2.25
H -2.62 -4.15 2.36
H 4.50 -3.09 -2.40
H 9.77 0.52 -0.44
H 7.00 2.57 -8.65
C -0.71 1.62 0.87
C 5.08 1.90 -5.91
H 4.69 1.89 -8.03
C 6.73 2.44 -7.60
C 1.58 1.14 -3.80
H 0.64 -0.59 -4.76
C 1.48 -0.22 -4.16
H 7.53 1.63 -0.62
H 4.93 0.27 2.13
*
```

---

- Among the records above, which one has the lowest max |F|?
  C17H34N6O5S2

---

- max |F| of number 2 (C4H8N2OSi)?
  4.93 eV/A

---

Copy entry 4 word for word.
A 3-piece molecular cluster, C13H32BN4O9 overall. Source: OMol25; level of theory: the ωB97M-V functional and the def2-TZVPD basis.

For the lowest unoccupied orbital energy, the calculation gives -5.80 eV. The value obtained for the HOMO energy is -11.181 eV. As for the max |F|: 7.20 eV/A. As for the total energy: -39051.36294 eV. The value obtained for the gap between HOMO and LUMO is 5.379 eV.

Geometry as ORCA input:
```
! RIJCOSX wB97M-V def2-TZVPD def2/J DEFGRID3
* xyz 1 1
H -0.70 -3.09 3.51
N 3.42 -0.05 -1.45
H -5.14 -0.41 -0.21
O 0.41 -1.84 4.69
C 0.02 -1.43 2.33
H 0.55 -1.57 6.71
C -0.22 -1.77 5.96
B 5.94 1.69 -1.07
H -0.66 2.57 -1.84
H -0.71 -2.71 6.20
H -2.30 3.27 -1.90
N 1.93 1.28 -2.58
H -0.94 -0.94 5.99
O -2.21 1.26 -2.27
H -5.73 -1.60 -2.38
H -2.91 -1.18 -3.05
C -2.48 -1.15 -2.05
H -0.62 -1.77 1.51
H -4.18 0.73 -1.12
N 2.37 -0.03 -2.36
C -0.53 -2.01 3.63
H -1.26 0.12 -0.81
C -1.56 0.06 -1.86
H 1.16 1.54 -3.25
H -0.66 -0.06 -2.49
C 3.93 -1.07 2.04
O -4.91 -0.06 -3.53
H -1.83 2.28 -0.51
H 2.56 3.30 -1.87
H 0.81 0.40 4.14
H -6.44 0.03 -2.17
O 6.85 0.52 -1.03
O 6.10 2.86 -1.99
O -3.50 -1.24 -1.05
H 0.60 1.76 3.05
H 7.10 2.99 -2.14
C 2.34 0.60 2.59
C -5.39 -0.76 -4.67
H 4.77 -0.38 2.09
C 3.62 1.41 -1.12
H 4.27 -2.07 2.34
C -4.57 -0.29 -1.14
H 2.36 0.75 1.51
C -5.51 -0.53 -2.32
H -5.19 -1.83 -4.58
H 2.96 1.37 3.07
C -1.71 2.40 -1.59
H 1.02 -1.79 2.10
H 6.78 0.04 -1.92
H 3.54 -1.13 1.02
O 4.72 1.77 -0.19
C 0.90 0.70 3.10
H -6.46 -0.59 -4.80
H -1.88 -2.06 -1.94
H -1.48 -1.52 3.87
O -0.04 0.01 2.27
O 2.91 -0.67 2.94
N 2.64 2.26 -1.89
H -4.86 -0.39 -5.55
*
```